[1]
Here is a cluster of 2 separate species, CHCl5NP in total at a distorted geometry from the Open Molecules 2025 dataset. Energies are from the ωB97M-V functional and the def2-TZVPD basis.

Results
- max |F| (eV/Å) = 1.099
- ΔE to the lowest compared entry with this formula, charge and spin (kJ/mol) = 142.1
- E_tot (eV) = -74442.897

The geometry in ORCA input format:
```
! wB97M-V def2-TZVPD RIJCOSX def2/J DEFGRID3
* xyz 0 1
C -1.561 -0.935 0.041
N 2.173 0.125 -0.531
P 0.861 0.804 -0.045
Cl -0.832 -2.461 0.266
Cl -2.409 -0.722 -1.434
Cl -2.342 -0.284 1.431
Cl 0.453 2.151 -1.440
Cl 1.032 1.890 1.673
H 2.625 -0.569 0.038
*
```

***

[2]
Here is an isolated molecule of CHClF2 at a distorted geometry from the Open Molecules 2025 dataset. Energies are from the ωB97M-V functional and the def2-TZVPD basis.

Results
- max |F| (eV/Å) = 3.206
- ΔE to the lowest compared entry with this formula, charge and spin (kJ/mol) = 13.5
- E_tot (eV) = -19010.295

The geometry in ORCA input format:
```
! wB97M-V def2-TZVPD RIJCOSX def2/J DEFGRID3
* xyz 0 1
F -0.944 1.164 -0.158
C -0.415 0.024 0.314
F -1.105 -1.115 -0.128
Cl 1.268 -0.047 -0.043
H -0.627 0.205 1.422
*
```

***

[3]
Here is an isolated molecule of CHClF2 at a distorted geometry from the Open Molecules 2025 dataset. Energies are from the ωB97M-V functional and the def2-TZVPD basis.

Results
- max |F| (eV/Å) = 5.872
- ΔE to the lowest compared entry with this formula, charge and spin (kJ/mol) = 31.5
- E_tot (eV) = -19010.108

The geometry in ORCA input format:
```
! wB97M-V def2-TZVPD RIJCOSX def2/J DEFGRID3
* xyz 0 1
F -1.163 -1.077 -0.153
C -0.358 -0.020 0.373
F -1.016 1.161 -0.131
Cl 1.306 -0.033 -0.062
H -0.448 -0.073 1.368
*
```

***

[4]
Here is a cluster of 2 separate species, CHClF2OS2 in total at a distorted geometry from the Open Molecules 2025 dataset. Energies are from the ωB97M-V functional and the def2-TZVPD basis.

Results
- max |F| (eV/Å) = 1.504
- ΔE to the lowest compared entry with this formula, charge and spin (kJ/mol) = 0.0
- E_tot (eV) = -42727.770

The geometry in ORCA input format:
```
! wB97M-V def2-TZVPD RIJCOSX def2/J DEFGRID3
* xyz 0 1
C 1.779 -0.263 0.150
O -2.818 1.815 0.316
F 1.173 0.329 1.180
F 3.049 -0.472 0.502
S -2.439 -0.560 -1.176
S -3.472 0.572 -0.037
Cl 0.986 -1.816 -0.205
H 1.742 0.396 -0.730
*
```

***

[5]
Here is the ion CHClFO3 with charge +1 at a distorted geometry from the Open Molecules 2025 dataset. Energies are from the ωB97M-V functional and the def2-TZVPD basis.

Results
- max |F| (eV/Å) = 3.033
- ΔE to the lowest compared entry with this formula, charge and spin (kJ/mol) = 245.1
- <S²> = 2.017
- E_tot (eV) = -22417.438

The geometry in ORCA input format:
```
! wB97M-V def2-TZVPD RIJCOSX def2/J DEFGRID3
* xyz 1 3
C -0.334 0.587 0.211
O -3.660 -0.382 -0.165
O -1.486 -0.022 -0.446
O -2.756 0.301 0.161
F -0.455 0.377 1.555
Cl 0.036 2.260 -0.088
H 0.493 -0.101 -0.334
*
```

***

[6]
Here is a cluster of 2 separate species, CHClO2S in total at a distorted geometry from the Open Molecules 2025 dataset. Energies are from the ωB97M-V functional and the def2-TZVPD basis.

Results
- max |F| (eV/Å) = 3.230
- ΔE to the lowest compared entry with this formula, charge and spin (kJ/mol) = 431.8
- E_tot (eV) = -28500.361

The geometry in ORCA input format:
```
! wB97M-V def2-TZVPD RIJCOSX def2/J DEFGRID3
* xyz 0 1
C 0.173 -0.073 0.483
O 1.585 1.850 -0.247
O -0.750 -0.830 0.873
S 0.394 1.517 0.458
Cl 0.165 -1.334 -2.081
H -1.567 -1.130 0.513
*
```

***

[7]
Here is a cluster of 2 separate species, CHClS3 in total at a distorted geometry from the Open Molecules 2025 dataset. Energies are from the ωB97M-V functional and the def2-TZVPD basis.

Results
- max |F| (eV/Å) = 3.477
- ΔE to the lowest compared entry with this formula, charge and spin (kJ/mol) = 280.3
- E_tot (eV) = -46077.884

The geometry in ORCA input format:
```
! wB97M-V def2-TZVPD RIJCOSX def2/J DEFGRID3
* xyz 0 1
C 0.422 0.310 -1.968
S 1.660 0.241 -2.953
S -0.997 0.190 -1.114
S -3.124 1.833 -2.483
Cl -3.324 0.471 -3.895
H -1.925 0.392 -2.149
*
```

***

[8]
Here is a structure of composition CHCoF3O at a distorted geometry from the Open Molecules 2025 dataset. Energies are from the ωB97M-V functional and the def2-TZVPD basis.

Results
- max |F| (eV/Å) = 2.885
- ΔE to the lowest compared entry with this formula, charge and spin (kJ/mol) = 0.0
- <S²> = 6.007
- E_tot (eV) = -48877.245

The geometry in ORCA input format:
```
! wB97M-V def2-TZVPD RIJCOSX def2/J DEFGRID3
* xyz -1 5
C -1.294 0.015 0.026
F -1.935 0.742 -0.986
F -1.964 0.489 1.163
F -1.888 -1.246 -0.132
H 1.054 0.084 0.066
Co 3.853 0.155 0.093
O 2.121 0.101 0.071
*
```

***

> ΔE to the lowest compared entry with this formula, charge and spin of number 5 (CHClFO3)?

245.1 kJ/mol